ORCA calculation (ωB97M-V with the def2-TZVPD basis set) on a molecular structure, C7H21AsO7P2PtSSe2.

```
! wB97M-V def2-TZVPD RIJCOSX def2/J DEFGRID3
* xyz 0 1
H -3.45513 -1.32168 1.52184
H 1.01668 1.20637 -3.39107
H -1.27568 -1.69138 -2.17340
H -2.32726 -1.39959 2.90128
Pt 0.10984 0.79291 1.18941
O 1.26708 1.19646 -2.46453
C 2.68057 1.63288 3.00772
H 0.76533 -2.96686 1.93067
Se 1.25163 -0.82779 3.06332
H 2.02933 1.88095 3.84982
O -2.13097 -1.51709 -1.72567
O 1.30538 -0.15594 -0.37567
H 3.59845 -0.16861 3.71885
H -2.34632 0.83546 4.91036
O -1.09505 -0.87813 0.59990
H 3.08677 0.89049 -0.11825
O -3.20488 0.25410 -0.28694
H -4.08946 -1.20267 3.20648
H 2.48047 -2.95188 2.42677
Se 1.79341 2.40212 1.44424
H 3.38397 -0.14317 1.96107
P 0.57587 -0.03426 -1.71527
C -4.82062 1.66003 1.92580
C 1.67870 -2.37875 1.96974
C -3.25987 -0.98132 2.52656
H 4.11560 2.17680 0.64368
H -4.74250 2.74890 1.94722
S -1.53354 2.19270 1.92739
O 0.37653 -1.19721 -2.60951
O -0.88860 0.56339 -1.37794
H 3.61766 2.18083 3.13762
H -4.12620 0.75074 4.88843
C 2.93058 0.13651 2.91208
H 1.92175 -2.03519 0.96648
P -1.94103 -0.42113 -0.61560
H 3.00835 2.56105 -0.70840
C -3.25432 1.24130 4.45912
H -5.62024 1.31892 2.58498
As -3.17040 0.93300 2.55853
H -3.28791 2.31587 4.64287
H -4.97580 1.31669 0.90347
C 3.16819 1.93449 0.16447
*
```

E_HOMO = -7.15 eV
E_LUMO = -0.12 eV
Energy relative to the best compared isomer or geometry (same formula, charge and spin) = 86.7 kJ/mol
HOMO-LUMO gap = 0.2581 Ha

Atomic charges from the natural (NBO) analysis, expressed in e, are listed below: atom 1 (H): 0.279, atom 2 (H): 0.510, atom 3 (H): 0.537, atom 4 (H): 0.257, atom 5 (Pt): 0.659, atom 6 (O): -1.000, atom 7 (C): -0.588, atom 8 (H): 0.242, atom 9 (Se): 0.282, atom 10 (H): 0.237, atom 11 (O): -1.010, atom 12 (O): -1.172, atom 13 (H): 0.234, atom 14 (H): 0.245, atom 15 (O): -1.145, atom 16 (H): 0.276, atom 17 (O): -1.155, atom 18 (H): 0.228, atom 19 (H): 0.216, atom 20 (Se): 0.613, atom 21 (H): 0.232, atom 22 (P): 2.558, atom 23 (C): -0.972, atom 24 (C): -0.774, atom 25 (C): -0.934, atom 26 (H): 0.220, atom 27 (H): 0.250, atom 28 (S): -0.485, atom 29 (O): -1.146, atom 30 (O): -1.109, atom 31 (H): 0.229, atom 32 (H): 0.230, atom 33 (C): -0.594, atom 34 (H): 0.254, atom 35 (P): 2.560, atom 36 (H): 0.253, atom 37 (C): -0.986, atom 38 (H): 0.233, atom 39 (As): 1.509, atom 40 (H): 0.246, atom 41 (H): 0.290, atom 42 (C): -0.807

***

ORCA calculation (ωB97M-V with the def2-TZVPD basis set) on a molecular structure, C28H46BrKN9O6.

```
! wB97M-V def2-TZVPD RIJCOSX def2/J DEFGRID3
* xyz -1 1
H 0.82809 2.48466 0.50474
C 1.65914 3.17978 -4.43836
H 2.48165 3.63960 -3.90430
C -0.55357 2.25488 -4.40513
O 0.93535 3.98208 -1.69333
O -2.67359 0.79273 1.44492
C 1.74201 2.96455 -5.80791
C -1.63819 -2.53956 1.96752
H -0.89686 -3.33672 1.95324
H -2.59032 -2.97945 2.30809
H 2.00575 1.56167 4.14905
C 2.38089 0.62228 0.01316
C 0.70324 -0.94747 -2.99866
H -1.90617 -0.70433 3.05939
N -4.17711 4.38565 -0.27274
H 0.29974 -0.94024 1.77017
H -2.56200 -3.27439 -0.82059
K -1.06252 1.09795 0.07296
C 1.37285 -3.20158 -2.19441
H 1.74121 -0.84802 -3.32399
H 3.42110 0.98394 -0.08194
H 0.12336 -1.28682 -3.86007
H -2.48446 4.12619 0.98636
C -1.56542 -2.93581 -0.49502
C 0.54916 -1.94292 -1.84148
C -1.19574 -1.52435 3.02743
O 0.02252 1.93281 -1.61377
H 0.77965 -1.98492 0.17076
C 0.65276 2.41176 -6.45591
H -1.23226 -2.84420 -2.61312
N -4.46084 3.67619 -1.33665
H 2.19452 3.00085 1.44278
N -5.59904 3.87534 -2.08826
C 1.35708 -3.02572 3.48345
C -3.47789 -0.17357 1.40858
O -0.20361 1.65241 3.17969
C -3.04333 3.81629 0.11917
C 2.34564 -0.82887 -0.47943
H 2.97569 -1.47311 0.13982
N -2.68408 2.81083 -0.68946
H 0.34214 0.03394 -2.69395
H 1.47978 -3.87883 -1.34717
H 2.81436 -0.81846 -1.46565
H -3.19053 -0.96098 -0.55795
H 0.48806 -1.70132 5.53038
H 3.40936 -1.23446 3.55209
H -1.34232 1.63987 -6.31287
C -3.09345 -1.36245 0.45676
H 2.63576 3.22404 -6.35867
H 2.14207 -1.09108 5.47300
N 1.85782 0.88185 1.35921
H -0.68055 -4.80719 -1.03781
C -0.96547 -2.24219 -1.73900
C 0.48631 2.95181 -2.20616
C 0.52349 2.81645 -3.72848
C 0.41168 2.62917 2.53626
H -1.22114 -2.00797 4.00673
C 2.81303 0.47638 2.41429
H 3.31429 2.39351 3.30742
H 2.76413 -1.61687 1.97914
H 1.76846 1.18234 -0.68969
C 2.94053 1.41806 3.61604
C -0.82665 -4.22356 -0.12847
C 1.16884 -1.04703 4.98208
N 0.98133 -1.33663 -0.57770
H 0.45517 -3.46670 3.91160
H 2.21447 -3.36565 4.06903
Br 0.74433 2.11436 -8.34213
H 1.47028 -3.39559 2.46072
C 1.38277 2.26624 1.42202
H 2.37640 -2.91353 -2.51459
H 0.91025 -3.75195 -3.01720
N 0.13319 -0.96463 2.77023
H -1.41820 -4.82479 0.56261
H 0.15292 -4.04928 0.31943
O 0.20130 3.78946 2.80582
C 2.59850 -0.99267 2.85813
H -1.47799 -1.28177 -1.84127
H 0.04017 0.71649 2.87196
H -1.42961 1.95843 -3.84049
N -3.59397 2.73472 -1.62068
H 3.66642 0.99526 4.31238
H -3.87373 -2.12564 0.59258
O -4.56484 -0.30228 1.98662
H 0.78084 -0.03224 5.05157
H 3.81619 0.46718 1.95399
H -5.56609 3.21607 -2.85274
N -1.76631 -1.97535 0.61541
C -0.50277 2.06356 -5.77805
C 1.28174 -1.48651 3.51058
H -5.61718 4.82799 -2.42411
*
```

E_HOMO = -5.64 eV
E_LUMO = 2.12 eV
Energy relative to the best compared isomer or geometry (same formula, charge and spin) = 256.5 kJ/mol
HOMO-LUMO gap = 0.2851 Ha

Atomic charges from the Mulliken analysis, expressed in e, are listed below: atom 1 (H): -0.886, atom 2 (C): -0.579, atom 3 (H): 0.444, atom 4 (C): 0.020, atom 5 (O): -0.797, atom 6 (O): -0.727, atom 7 (C): -0.548, atom 8 (C): -0.943, atom 9 (H): 0.653, atom 10 (H): 0.180, atom 11 (H): 0.284, atom 12 (C): -0.148, atom 13 (C): -1.672, atom 14 (H): 0.313, atom 15 (N): -0.912, atom 16 (H): -0.710, atom 17 (H): 0.609, atom 18 (K): 1.524, atom 19 (C): -2.036, atom 20 (H): 0.443, atom 21 (H): 0.172, atom 22 (H): 0.422, atom 23 (H): 0.581, atom 24 (C): -0.037, atom 25 (C): 1.938, atom 26 (C): -1.768, atom 27 (O): 0.069, atom 28 (H): -0.561, atom 29 (C): 0.109, atom 30 (H): 0.684, atom 31 (N): 1.175, atom 32 (H): 0.519, atom 33 (N): -0.727, atom 34 (C): -1.957, atom 35 (C): 0.036, atom 36 (O): -0.519, atom 37 (C): -0.362, atom 38 (C): -1.420, atom 39 (H): 0.344, atom 40 (N): 0.365, atom 41 (H): 0.001, atom 42 (H): 0.393, atom 43 (H): 0.825, atom 44 (H): 0.606, atom 45 (H): 0.492, atom 46 (H): 0.695, atom 47 (H): 0.427, atom 48 (C): -0.952, atom 49 (H): 0.422, atom 50 (H): 0.407, atom 51 (N): 1.097, atom 52 (H): 0.405, atom 53 (C): -1.416, atom 54 (C): -0.316, atom 55 (C): 0.124, atom 56 (C): 0.104, atom 57 (H): 0.536, atom 58 (C): 0.671, atom 59 (H): 0.489, atom 60 (H): 0.106, atom 61 (H): -0.590, atom 62 (C): -1.871, atom 63 (C): -2.036, atom 64 (C): -1.997, atom 65 (N): 1.114, atom 66 (H): 0.315, atom 67 (H): 0.500, atom 68 (Br): -0.247, atom 69 (H): 0.264, atom 70 (C): 0.227, atom 71 (H): 0.389, atom 72 (H): 0.403, atom 73 (N): 1.823, atom 74 (H): 0.525, atom 75 (H): 0.191, atom 76 (O): -0.716, atom 77 (C): -1.832, atom 78 (H): 0.122, atom 79 (H): 0.014, atom 80 (H): 0.472, atom 81 (N): -0.892, atom 82 (H): 0.474, atom 83 (H): 0.255, atom 84 (O): -0.847, atom 85 (H): 0.337, atom 86 (H): 0.383, atom 87 (H): 0.300, atom 88 (N): 1.194, atom 89 (C): -0.644, atom 90 (C): 2.427, atom 91 (H): 0.251

***

ORCA calculation (ωB97M-V with the def2-TZVPD basis set) on 3 unconnected molecules or ions with the total composition C8H20BrNO12P2Si.

```
! wB97M-V def2-TZVPD RIJCOSX def2/J DEFGRID3
* xyz 0 1
O 3.76754 1.32178 -0.47949
O 0.82158 3.12162 -0.51506
H 2.88593 -0.31585 -6.16463
H -5.87604 -0.16511 1.21560
H -2.87172 3.08626 3.00888
C -4.81559 1.36383 3.06569
H 2.17083 -0.86639 -1.32085
C 2.55905 -2.04264 -4.21675
O 2.80384 -1.10292 -0.62818
H 1.82419 1.23861 2.83625
H -5.89532 -1.01104 2.78489
O -3.87720 0.69358 2.71755
P 0.07946 2.34375 0.66183
H 4.47353 -0.81948 -5.52831
P 3.14839 0.09111 0.38134
H 1.76563 2.95695 -0.53278
H 3.88696 -1.46523 -7.07407
N 4.13187 -0.41339 1.45212
O 2.01400 -3.15840 -3.74902
O -1.27280 1.81926 -0.01445
H -2.89684 2.26111 4.58888
O -4.75172 2.53087 3.69057
C 0.37124 -0.87668 1.92526
H -0.42248 -0.70785 2.64204
H 2.36272 -2.78253 -1.74091
Br -0.94950 -3.27464 0.92916
H 4.99447 0.10788 1.45612
H -7.38822 -0.30487 2.13423
H 0.77008 -2.25192 -2.35271
O 2.64546 -1.00000 -3.61960
C 3.59331 -1.13796 -6.08213
H -1.50406 0.97110 0.36988
C -0.19779 -1.48505 0.69858
H 3.35711 1.39127 -1.34601
H -3.47833 3.92772 4.45076
O -0.22061 3.24708 1.77638
H 1.06208 -1.58730 2.36121
H 1.10800 -3.97497 -2.12418
C -6.31238 -0.18581 2.21184
O -6.09514 1.05587 2.88361
C 1.53910 -3.02129 -2.41039
Si 1.33825 0.70662 1.56134
O -0.21851 -0.98771 -0.39674
C -3.41336 2.97008 3.94533
O 2.98298 -2.26730 -5.45310
*
```

E_HOMO = -9.13 eV
SMILES = N=P(O)(O)[Si@H](CC(=O)Br)P(=O)(O)O.COC(=O)OC.COC(=O)OC
E_LUMO = 0.01 eV
HOMO-LUMO gap = 0.3358 Ha

Atomic charges from the natural (NBO) analysis, expressed in e, are listed below: atom 1 (O): -0.985, atom 2 (O): -0.975, atom 3 (H): 0.193, atom 4 (H): 0.191, atom 5 (H): 0.213, atom 6 (C): 0.984, atom 7 (H): 0.522, atom 8 (C): 0.990, atom 9 (O): -0.997, atom 10 (H): -0.082, atom 11 (H): 0.191, atom 12 (O): -0.668, atom 13 (P): 1.976, atom 14 (H): 0.193, atom 15 (P): 1.864, atom 16 (H): 0.508, atom 17 (H): 0.200, atom 18 (N): -1.344, atom 19 (O): -0.480, atom 20 (O): -0.962, atom 21 (H): 0.187, atom 22 (O): -0.487, atom 23 (C): -0.975, atom 24 (H): 0.297, atom 25 (H): 0.210, atom 26 (Br): -0.012, atom 27 (H): 0.393, atom 28 (H): 0.197, atom 29 (H): 0.192, atom 30 (O): -0.682, atom 31 (C): -0.257, atom 32 (H): 0.507, atom 33 (C): 0.558, atom 34 (H): 0.502, atom 35 (H): 0.198, atom 36 (O): -1.096, atom 37 (H): 0.299, atom 38 (H): 0.205, atom 39 (C): -0.255, atom 40 (O): -0.489, atom 41 (C): -0.280, atom 42 (Si): 0.552, atom 43 (O): -0.551, atom 44 (C): -0.261, atom 45 (O): -0.483

***

Q: Look up the HOMO-LUMO gap of the third one.
A: 0.3358 Ha